{"formula": "C60H90O45", "method": "ωB97M-V/def2-TZVPD", "molar_mass_g_mol": 1531.3, "charge": 0, "orbital_gap_ev": 9.223, "e_homo_ev": -9.8, "symbols": ["C", "C", "C", "O", "C", "O", "O", "H", "H", "H", "H", "H", "H", "C", "C", "C", "O", "C", "O", "O", "H", "H", "H", "H", "H", "H", "C", "C", "C", "O", "C", "O", "O", "H", "H", "H", "H", "H", "H", "C", "C", "C", "O", "C", "O", "O", "H", "H", "H", "H", "H", "H", "C", "C", "C", "O", "C", "O", "O", "H", "H", "H", "H", "H", "H", "C", "C", "C", "O", "C", "O", "O", "H", "H", "H", "H", "H", "H", "C", "C", "C", "O", "C", "O", "O", "H", "H", "H", "H", "H", "H", "C", "C", "C", "O", "C", "O", "O", "H", "H", "H", "H", "H", "H", "C", "C", "C", "O", "C", "O", "O", "H", "H", "H", "H", "H", "H", "C", "C", "C", "O", "C", "O", "O", "H", "H", "H", "H", "H", "H", "C", "C", "C", "O", "C", "O", "O", "H", "H", "H", "H", "H", "H", "C", "C", "C", "O", "C", "O", "O", "H", "H", "H", "H", "H", "H", "C", "C", "C", "O", "C", "O", "O", "H", "H", "H", "H", "H", "H", "C", "C", "C", "O", "C", "O", "O", "H", "H", "H", "H", "H", "H", "C", "C", "C", "O", "C", "O", "O", "H", "H", "H", "H", "H", "H"], "coordinates": [[0.41, -16.54, 0.62], [1.15, -17.73, 1.25], [2.62, -17.57, 1.50], [2.83, -18.02, 2.82], [1.61, -18.22, 3.39], [1.43, -18.59, 4.55], [0.66, -17.93, 2.58], [0.37, -15.64, 1.24], [-0.53, -17.01, 0.34], [1.00, -16.17, -0.22], [0.87, -18.60, 0.65], [3.07, -16.58, 1.45], [3.10, -18.30, 0.85], [7.78, -18.98, 1.74], [6.45, -18.65, 2.50], [5.88, -19.64, 3.47], [5.90, -19.03, 4.70], [6.42, -17.82, 4.62], [6.38, -16.99, 5.53], [6.84, -17.60, 3.34], [8.54, -19.33, 2.43], [8.14, -18.04, 1.31], [7.63, -19.68, 0.91], [5.64, -18.27, 1.88], [6.47, -20.53, 3.70], [4.88, -19.89, 3.10], [3.66, -19.00, 7.28], [3.23, -17.55, 7.71], [3.20, -16.47, 6.65], [2.05, -15.78, 6.82], [1.24, -16.44, 7.74], [0.10, -16.11, 7.91], [1.85, -17.50, 8.15], [3.15, -19.37, 6.39], [3.44, -19.62, 8.14], [4.75, -19.01, 7.27], [3.73, -17.26, 8.64], [3.23, -16.91, 5.65], [3.98, -15.73, 6.84], [7.57, -13.96, 6.62], [6.85, -12.58, 6.35], [6.68, -11.61, 7.52], [7.34, -10.42, 7.19], [7.99, -10.59, 6.05], [8.89, -9.81, 5.68], [7.74, -11.77, 5.57], [8.44, -13.76, 7.25], [7.87, -14.58, 5.78], [6.90, -14.62, 7.18], [5.95, -12.62, 5.74], [7.25, -12.02, 8.36], [5.60, -11.55, 7.71], [9.26, -15.64, -0.44], [9.12, -16.84, -1.39], [9.17, -16.42, -2.88], [10.27, -17.22, -3.46], [10.86, -17.95, -2.47], [11.72, -18.78, -2.69], [10.26, -17.69, -1.29], [9.58, -15.91, 0.56], [8.29, -15.14, -0.40], [9.96, -14.97, -0.94], [8.23, -17.44, -1.18], [9.45, -15.37, -2.98], [8.19, -16.49, -3.35], [10.62, -21.39, 0.35], [12.12, -21.59, 0.48], [12.99, -20.35, 0.32], [13.80, -20.30, 1.43], [13.41, -21.30, 2.30], [14.00, -21.63, 3.33], [12.30, -21.96, 1.85], [10.35, -21.18, -0.68], [10.15, -20.61, 0.95], [10.06, -22.30, 0.57], [12.47, -22.34, -0.23], [12.33, -19.49, 0.44], [13.54, -20.31, -0.62], [2.58, -16.99, -3.48], [3.85, -17.63, -3.02], [5.17, -17.07, -3.65], [5.97, -16.83, -2.56], [5.32, -16.99, -1.38], [5.78, -16.80, -0.29], [4.04, -17.28, -1.67], [2.25, -17.47, -4.41], [2.73, -15.93, -3.68], [1.77, -17.06, -2.75], [3.89, -18.71, -3.16], [4.97, -16.30, -4.40], [5.58, -17.89, -4.24], [5.41, -23.37, -1.48], [5.26, -21.99, -0.80], [4.40, -20.96, -1.58], [3.54, -20.44, -0.59], [3.65, -21.12, 0.55], [3.09, -20.83, 1.60], [4.42, -22.19, 0.34], [6.35, -23.45, -2.03], [4.65, -23.64, -2.20], [5.42, -24.21, -0.78], [6.19, -21.60, -0.40], [3.78, -21.44, -2.33], [5.03, -20.19, -2.02], [8.42, -16.35, 9.18], [7.50, -17.45, 8.57], [8.18, -18.83, 8.37], [7.53, -19.63, 9.32], [6.53, -18.97, 9.91], [5.66, -19.45, 10.62], [6.41, -17.75, 9.46], [9.15, -16.11, 8.40], [8.84, -16.74, 10.10], [7.86, -15.47, 9.50], [7.11, -17.01, 7.65], [9.26, -18.71, 8.51], [7.95, -19.09, 7.34], [6.63, -22.65, 9.25], [7.36, -22.92, 7.91], [6.46, -23.27, 6.74], [6.98, -22.58, 5.55], [7.80, -21.61, 6.01], [8.28, -20.68, 5.34], [7.98, -21.76, 7.38], [5.64, -22.20, 9.16], [7.16, -22.00, 9.94], [6.56, -23.66, 9.65], [8.15, -23.66, 8.04], [5.45, -22.92, 6.91], [6.52, -24.35, 6.60], [6.78, -14.56, 2.19], [5.64, -13.53, 2.01], [5.20, -13.29, 0.57], [3.79, -13.27, 0.82], [3.44, -14.02, 1.88], [2.30, -14.32, 2.22], [4.59, -14.17, 2.60], [6.80, -14.90, 3.23], [7.73, -14.05, 2.04], [6.70, -15.39, 1.49], [5.79, -12.57, 2.51], [5.44, -14.07, -0.15], [5.49, -12.31, 0.18], [8.23, -19.18, -6.05], [8.12, -20.36, -5.02], [9.51, -20.75, -4.55], [9.27, -20.85, -3.15], [8.18, -20.34, -2.80], [7.88, -20.24, -1.64], [7.45, -19.92, -3.84], [8.59, -18.27, -5.58], [7.24, -18.98, -6.44], [8.97, -19.38, -6.83], [7.67, -21.28, -5.40], [10.24, -19.99, -4.85], [9.84, -21.67, -5.04], [2.82, -21.80, 4.89], [3.11, -23.13, 4.08], [4.57, -23.37, 3.74], [4.93, -24.57, 4.44], [3.83, -24.97, 5.16], [3.79, -25.79, 6.05], [2.78, -24.30, 4.82], [3.12, -20.87, 4.40], [3.39, -21.75, 5.82], [1.78, -21.72, 5.20], [2.58, -23.04, 3.13], [5.19, -22.55, 4.08], [4.67, -23.59, 2.68], [10.18, -25.67, 3.53], [9.30, -24.46, 3.94], [9.96, -23.11, 3.65], [9.05, -22.43, 2.80], [7.91, -23.19, 2.63], [6.95, -22.80, 1.94], [8.12, -24.42, 3.12], [10.90, -25.88, 4.32], [10.59, -25.48, 2.54], [9.64, -26.62, 3.53], [9.06, -24.63, 4.99], [10.94, -23.22, 3.18], [10.12, -22.53, 4.55], [11.44, -18.92, 3.49], [11.09, -17.65, 4.34], [9.81, -17.50, 5.15], [10.30, -17.29, 6.47], [11.58, -17.33, 6.56], [12.27, -17.22, 7.57], [12.12, -17.57, 5.35], [11.82, -19.81, 3.98], [12.17, -18.58, 2.76], [10.57, -19.23, 2.90], [11.09, -16.83, 3.62], [9.11, -18.34, 5.07], [9.33, -16.57, 4.83]], "lowdin_charge": [0.00, -0.28, -0.11, 0.05, -0.56, 0.12, 0.13, 0.08, 0.09, 0.08, 0.15, 0.12, 0.11, 0.03, -0.28, -0.11, 0.08, -0.50, 0.09, 0.06, 0.06, 0.07, 0.07, 0.14, 0.12, 0.12, 0.02, -0.23, -0.16, 0.06, -0.57, 0.14, 0.11, 0.06, 0.08, 0.07, 0.15, 0.12, 0.13, 0.01, -0.25, -0.09, 0.09, -0.58, 0.10, 0.07, 0.09, 0.06, 0.07, 0.15, 0.14, 0.14, 0.00, -0.30, -0.04, 0.05, -0.53, 0.12, 0.07, 0.09, 0.07, 0.09, 0.12, 0.12, 0.11, -0.01, -0.29, -0.13, 0.06, -0.49, 0.12, 0.05, 0.07, 0.07, 0.08, 0.15, 0.12, 0.14, -0.01, -0.31, -0.11, 0.05, -0.50, 0.15, 0.08, 0.09, 0.09, 0.09, 0.13, 0.14, 0.12, 0.00, -0.26, -0.08, 0.07, -0.53, 0.13, 0.07, 0.08, 0.08, 0.09, 0.13, 0.14, 0.11, -0.01, -0.26, -0.08, 0.07, -0.60, 0.12, 0.10, 0.07, 0.09, 0.08, 0.11, 0.14, 0.11, 0.01, -0.29, -0.06, 0.05, -0.45, 0.09, 0.06, 0.09, 0.08, 0.09, 0.15, 0.14, 0.14, 0.00, -0.33, -0.06, 0.06, -0.50, 0.14, 0.07, 0.07, 0.08, 0.06, 0.16, 0.12, 0.14, 0.00, -0.28, -0.06, 0.12, -0.64, 0.14, 0.09, 0.08, 0.08, 0.09, 0.15, 0.13, 0.14, 0.01, -0.25, -0.11, 0.05, -0.58, 0.13, 0.12, 0.05, 0.07, 0.09, 0.14, 0.11, 0.12, -0.01, -0.28, -0.09, 0.03, -0.48, 0.09, 0.10, 0.09, 0.09, 0.08, 0.14, 0.12, 0.13, 0.02, -0.25, -0.05, 0.08, -0.59, 0.12, 0.10, 0.09, 0.08, 0.05, 0.14, 0.11, 0.13]}


{"formula": "C61H145N8O11", "method": "ωB97M-V/def2-TZVPD", "molar_mass_g_mol": 1166.9, "charge": 7, "orbital_gap_ev": 4.224, "e_homo_ev": -15.1, "symbols": ["C", "O", "C", "C", "N", "H", "H", "C", "C", "O", "C", "H", "H", "H", "H", "H", "H", "H", "H", "H", "H", "H", "H", "H", "H", "C", "O", "C", "C", "N", "H", "H", "C", "C", "O", "C", "H", "H", "H", "H", "H", "H", "H", "H", "H", "H", "H", "H", "H", "H", "C", "O", "C", "C", "N", "H", "H", "C", "C", "O", "C", "H", "H", "H", "H", "H", "H", "H", "H", "H", "H", "H", "H", "H", "H", "C", "O", "C", "C", "N", "H", "H", "C", "C", "O", "C", "H", "H", "H", "H", "H", "H", "H", "H", "H", "H", "H", "H", "H", "H", "C", "C", "C", "C", "N", "C", "C", "C", "C", "C", "H", "H", "H", "H", "H", "H", "H", "H", "H", "H", "H", "H", "H", "H", "H", "H", "H", "H", "H", "H", "C", "C", "C", "C", "N", "C", "C", "C", "C", "C", "H", "H", "H", "H", "H", "H", "H", "H", "H", "H", "H", "H", "H", "H", "H", "H", "H", "H", "H", "H", "C", "C", "C", "C", "N", "C", "C", "C", "C", "C", "H", "H", "H", "H", "H", "H", "H", "H", "H", "H", "H", "H", "H", "H", "H", "H", "H", "H", "H", "H", "C", "C", "C", "C", "N", "C", "C", "C", "C", "C", "H", "H", "H", "H", "H", "H", "H", "H", "H", "H", "H", "H", "H", "H", "H", "H", "H", "H", "H", "H", "O", "C", "O", "O", "H"], "coordinates": [[20.48, 7.07, 19.30], [19.40, 6.19, 19.59], [19.88, 4.76, 19.59], [18.73, 3.89, 19.98], [17.77, 3.92, 18.84], [17.40, 4.89, 18.79], [18.26, 3.80, 17.93], [16.61, 2.96, 18.86], [15.91, 2.93, 17.54], [16.92, 2.88, 16.56], [16.65, 2.15, 15.35], [20.16, 8.04, 19.65], [20.67, 7.14, 18.23], [21.40, 6.77, 19.77], [20.77, 4.58, 20.20], [20.23, 4.53, 18.58], [18.21, 4.35, 20.82], [18.99, 2.85, 20.26], [15.83, 3.21, 19.57], [16.99, 1.97, 19.09], [15.28, 3.84, 17.41], [15.16, 2.12, 17.47], [16.22, 1.15, 15.57], [17.56, 2.07, 14.78], [15.91, 2.71, 14.79], [22.34, 17.90, 28.85], [21.90, 18.81, 27.79], [21.86, 20.22, 28.29], [21.53, 21.22, 27.22], [20.22, 20.98, 26.47], [19.39, 20.59, 27.02], [19.90, 21.89, 26.12], [20.30, 19.91, 25.32], [18.93, 19.58, 24.83], [18.40, 18.78, 25.94], [16.94, 18.60, 25.87], [22.04, 16.93, 28.41], [21.72, 18.03, 29.75], [23.38, 18.04, 29.16], [22.82, 20.42, 28.76], [21.14, 20.25, 29.13], [22.27, 21.29, 26.41], [21.50, 22.21, 27.61], [20.66, 18.97, 25.82], [21.03, 20.25, 24.60], [19.06, 19.10, 23.88], [18.37, 20.48, 24.67], [16.74, 18.11, 26.81], [16.65, 17.98, 25.02], [16.38, 19.52, 25.83], [19.61, 9.11, 25.10], [19.95, 9.44, 26.43], [18.75, 9.72, 27.18], [19.06, 9.22, 28.61], [19.40, 7.77, 28.44], [18.64, 7.26, 28.01], [20.18, 7.74, 27.83], [19.87, 6.96, 29.65], [20.07, 5.54, 29.23], [20.89, 5.58, 28.09], [21.37, 4.25, 27.71], [19.45, 10.02, 24.49], [18.72, 8.53, 25.04], [20.40, 8.56, 24.62], [17.85, 9.28, 26.72], [18.63, 10.79, 27.22], [18.28, 9.36, 29.36], [19.93, 9.72, 28.94], [19.18, 7.09, 30.47], [20.81, 7.39, 29.94], [19.07, 5.08, 29.15], [20.47, 5.00, 30.06], [20.53, 3.55, 27.72], [22.05, 3.94, 28.50], [21.80, 4.41, 26.72], [22.04, 12.02, 15.71], [22.33, 12.09, 14.37], [23.50, 11.37, 13.99], [23.58, 11.78, 12.54], [22.37, 11.41, 11.70], [22.60, 11.35, 10.68], [22.09, 10.50, 11.98], [21.17, 12.32, 11.62], [21.43, 13.47, 10.66], [22.12, 12.79, 9.66], [22.64, 13.67, 8.70], [22.88, 12.25, 16.37], [21.69, 11.02, 16.02], [21.22, 12.71, 15.90], [23.50, 10.29, 14.26], [24.38, 11.72, 14.50], [24.41, 11.21, 12.07], [23.74, 12.82, 12.39], [20.90, 12.56, 12.68], [20.41, 11.63, 11.25], [21.99, 14.32, 11.13], [20.43, 13.85, 10.34], [21.85, 14.32, 8.31], [23.01, 13.04, 7.88], [23.42, 14.30, 9.12], [20.23, 18.81, 21.23], [21.21, 19.28, 20.15], [22.49, 18.36, 20.16], [23.58, 18.95, 19.31], [24.96, 18.30, 19.53], [25.47, 18.65, 20.89], [26.98, 18.38, 20.92], [27.39, 18.66, 19.41], [26.09, 18.95, 18.67], [24.84, 16.84, 19.31], [19.21, 18.88, 20.85], [20.28, 19.38, 22.14], [20.38, 17.74, 21.50], [21.40, 20.34, 20.21], [20.79, 19.13, 19.13], [22.22, 17.39, 19.73], [22.81, 18.25, 21.20], [23.78, 19.98, 19.64], [23.30, 18.96, 18.25], [24.83, 18.16, 21.67], [25.40, 19.74, 20.94], [27.15, 17.35, 21.17], [27.42, 19.10, 21.61], [27.94, 17.78, 19.05], [28.06, 19.49, 19.30], [26.02, 18.53, 17.68], [25.92, 20.00, 18.57], [24.58, 16.63, 18.31], [24.13, 16.46, 20.07], [25.80, 16.37, 19.55], [30.54, 6.41, 23.52], [29.58, 7.25, 22.50], [29.87, 8.77, 22.52], [28.64, 9.43, 21.78], [28.72, 10.99, 21.52], [27.60, 11.45, 20.67], [27.97, 12.84, 20.11], [29.53, 12.82, 20.30], [29.91, 11.41, 20.78], [28.68, 11.60, 22.88], [31.53, 6.80, 23.46], [30.55, 5.37, 23.09], [30.22, 6.49, 24.57], [28.58, 7.16, 22.85], [29.73, 6.73, 21.58], [30.79, 8.98, 21.91], [30.01, 9.07, 23.52], [27.68, 9.44, 22.25], [28.57, 8.90, 20.84], [26.69, 11.36, 21.25], [27.56, 10.71, 19.85], [27.51, 13.69, 20.62], [27.74, 12.89, 19.06], [29.87, 13.53, 21.05], [30.12, 13.14, 19.45], [30.82, 11.40, 21.36], [30.09, 10.71, 20.00], [28.70, 12.68, 22.75], [29.50, 11.23, 23.51], [27.77, 11.33, 23.42], [31.39, 16.81, 24.96], [29.95, 16.56, 24.58], [29.01, 16.99, 25.67], [27.64, 16.75, 25.13], [26.69, 16.45, 26.30], [27.00, 15.07, 26.89], [25.64, 14.37, 27.13], [24.86, 14.82, 25.89], [25.27, 16.33, 25.80], [26.78, 17.51, 27.35], [32.09, 16.48, 24.21], [31.72, 16.29, 25.87], [31.53, 17.89, 25.02], [29.73, 15.50, 24.34], [29.70, 17.09, 23.63], [29.26, 18.04, 25.81], [29.17, 16.36, 26.54], [27.63, 15.93, 24.40], [27.34, 17.62, 24.60], [27.67, 15.15, 27.73], [27.53, 14.55, 26.08], [25.18, 14.71, 28.02], [25.83, 13.31, 27.08], [23.79, 14.55, 25.84], [25.28, 14.33, 25.00], [24.54, 16.89, 26.39], [25.18, 16.75, 24.83], [26.14, 17.18, 28.14], [26.43, 18.40, 26.84], [27.79, 17.62, 27.67], [9.09, 13.28, 18.28], [10.41, 13.98, 18.40], [11.65, 13.15, 18.74], [12.94, 13.90, 18.69], [14.17, 12.98, 18.64], [14.21, 12.10, 19.88], [15.65, 11.60, 20.03], [16.48, 12.69, 19.38], [15.48, 13.71, 18.70], [14.05, 12.04, 17.42], [8.89, 12.68, 19.18], [9.16, 12.46, 17.52], [8.28, 14.00, 18.11], [10.33, 14.77, 19.16], [10.65, 14.36, 17.39], [11.66, 12.31, 18.07], [11.49, 12.71, 19.74], [12.94, 14.67, 19.49], [12.94, 14.49, 17.76], [13.45, 11.31, 19.79], [13.97, 12.71, 20.78], [15.81, 10.68, 19.51], [15.92, 11.54, 21.08], [17.19, 12.28, 18.69], [17.11, 13.25, 20.10], [15.82, 14.09, 17.74], [15.24, 14.58, 19.31], [13.70, 12.56, 16.53], [13.32, 11.25, 17.63], [15.02, 11.51, 17.29], [22.90, 14.51, 22.15], [23.63, 15.40, 22.61], [23.69, 16.51, 23.25], [24.92, 15.55, 22.53], [21.92, 14.40, 22.42]], "lowdin_charge": [-0.11, -0.19, -0.16, -0.09, 0.06, 0.18, 0.17, -0.09, -0.22, -0.22, -0.04, 0.08, 0.09, 0.08, 0.14, 0.13, 0.14, 0.16, 0.14, 0.14, 0.14, 0.15, 0.11, 0.09, 0.09, -0.07, -0.24, -0.16, -0.09, 0.08, 0.20, 0.18, -0.09, -0.20, -0.20, -0.04, 0.09, 0.10, 0.08, 0.14, 0.14, 0.14, 0.14, 0.14, 0.13, 0.10, 0.13, 0.09, 0.09, 0.09, -0.10, -0.19, -0.17, -0.06, 0.06, 0.18, 0.13, -0.07, -0.23, -0.20, -0.02, 0.10, 0.07, 0.09, 0.13, 0.13, 0.15, 0.13, 0.15, 0.14, 0.15, 0.14, 0.10, 0.10, 0.09, -0.13, -0.21, -0.17, -0.06, 0.06, 0.18, 0.16, -0.08, -0.20, -0.22, -0.05, 0.09, 0.10, 0.09, 0.14, 0.12, 0.15, 0.13, 0.13, 0.14, 0.15, 0.16, 0.11, 0.11, 0.10, -0.10, -0.22, -0.20, -0.12, -0.26, -0.12, -0.11, -0.11, -0.07, 0.02, 0.08, 0.04, 0.08, 0.11, 0.12, 0.12, 0.10, 0.14, 0.15, 0.13, 0.14, 0.09, 0.12, 0.12, 0.11, 0.13, 0.13, 0.10, 0.09, 0.11, -0.05, -0.22, -0.16, -0.07, -0.30, -0.11, -0.11, -0.12, -0.11, 0.03, 0.05, 0.09, 0.07, 0.09, 0.09, 0.13, 0.09, 0.12, 0.13, 0.13, 0.14, 0.10, 0.10, 0.11, 0.12, 0.14, 0.13, 0.10, 0.11, 0.11, -0.09, -0.29, -0.22, -0.11, -0.24, -0.08, -0.13, -0.13, -0.09, 0.04, 0.07, 0.10, 0.09, 0.10, 0.13, 0.14, 0.12, 0.13, 0.13, 0.14, 0.13, 0.10, 0.11, 0.12, 0.10, 0.13, 0.09, 0.10, 0.12, 0.09, -0.10, -0.27, -0.23, -0.13, -0.25, -0.10, -0.15, -0.14, -0.08, 0.05, 0.08, 0.09, 0.10, 0.13, 0.12, 0.10, 0.13, 0.16, 0.14, 0.14, 0.16, 0.10, 0.12, 0.10, 0.12, 0.14, 0.13, 0.12, 0.10, 0.12, 0.15, -0.78, -0.17, -0.19, 0.19]}